Molecular formula: C4H14NO2
Method: DFT, ωB97M-V/def2-TZVPD

As for the largest force on an atom: 1.891 eV/A. Its spin multiplicity is 2. Its energy above the lowest of the compared OMol25 structures with the same formula, charge and spin is 35.4 kJ/mol. Its total charge is +2. The molar mass is 108.16 g/mol.

Geometry (Å):
C: 0.41619 -1.51498 -0.32855
C: 0.67558 -0.29535 -1.20522
C: 0.34409 1.08254 -0.51869
C: 1.57886 1.57510 0.25609
O: 2.71240 1.88214 -0.44322
N: -1.07444 -1.72672 -0.04968
H: 0.89833 -1.54128 0.63878
H: 0.73732 -2.39968 -0.86429
H: 1.70234 -0.23166 -1.53989
H: 0.01971 -0.40824 -2.07287
H: -0.44323 1.02261 0.23387
H: 0.07407 1.83560 -1.26125
H: 1.35581 2.51172 0.86872
H: 1.89964 0.89258 1.05376
H: 2.50558 2.41626 -1.24956
H: -1.50939 -2.03857 -0.91989
H: -1.58433 -0.84399 0.10927
H: -1.14250 -2.36277 0.74201
H: -2.58773 0.57434 2.46414
H: -3.67153 -0.38039 2.29080
O: -2.90678 -0.04925 1.79568


Molecular formula: C4H14NO3
Method: DFT, ωB97M-V/def2-TZVPD

As for the largest force on an atom: 5.254 eV/A. Its energy above the lowest of the compared OMol25 structures with the same formula, charge and spin is 133.3 kJ/mol. Its total charge is -1. The molar mass is 124.16 g/mol.

Geometry (Å):
C: -0.89887 0.29856 -0.83828
O: -0.95690 1.67359 -0.39819
C: 0.33280 -0.27384 -0.06620
C: 0.40576 -1.82413 -0.15525
C: 1.74523 -2.49412 0.19419
N: 0.44708 0.22401 1.43123
H: -0.93873 0.18348 -1.89704
H: -1.75056 -0.12880 -0.31080
H: 1.25904 0.20707 -0.57253
H: -0.14784 -2.19349 -1.05042
H: -0.39769 -2.16862 0.52038
H: 1.70592 -3.38787 0.83969
H: 2.41386 -2.57524 -0.67570
H: 2.22325 -1.73819 0.93222
H: -0.58766 0.23326 1.79700
H: 0.61454 1.29385 1.27005
H: -3.44467 1.27279 1.03179
H: -1.98319 1.87866 0.79710
O: -2.68770 1.62918 1.50953
H: 1.50260 2.89737 -1.03965
H: 0.15303 2.25932 -1.52603
O: 0.99068 2.73316 -1.79308


Molecular formula: C4H14NO3
Method: DFT, ωB97M-V/def2-TZVPD

As for the largest force on an atom: 5.644 eV/A. Its energy above the lowest of the compared OMol25 structures with the same formula, charge and spin is 246.0 kJ/mol. Its total charge is -1. The molar mass is 124.16 g/mol.

Geometry (Å):
C: 1.47511 2.04115 0.80032
C: 0.68589 0.89345 0.05937
C: 1.42952 0.09914 -0.95080
C: 0.64932 -1.27042 -1.51781
O: 0.41538 -2.03989 -0.51781
N: -0.53932 1.55342 -0.36890
H: 2.54170 1.78600 1.07209
H: 1.00511 2.35295 1.75829
H: 1.80955 2.79383 -0.02655
H: 0.29234 0.02990 0.80505
H: 2.07044 -0.44968 -0.23556
H: 2.07823 0.42183 -1.70934
H: 1.36446 -1.69904 -2.20998
H: -0.32260 -0.86887 -1.97896
H: -1.25620 1.56023 0.40587
H: -0.92893 1.14115 -1.20683
H: -3.03407 0.18856 1.95457
H: -2.22521 -1.17461 1.41559
O: -2.49161 -0.49242 2.08890
H: -0.88508 -2.16577 -0.22402
H: -2.26256 -2.76774 0.27041
O: -1.87147 -1.93318 0.31609


Molecular formula: C4H14NO3
Method: DFT, ωB97M-V/def2-TZVPD

As for the largest force on an atom: 1.490 eV/A. Its energy above the lowest of the compared OMol25 structures with the same formula, charge and spin is 97.0 kJ/mol. Its total charge is +1. The molar mass is 124.16 g/mol.

Geometry (Å):
C: -0.13146 1.44947 2.00138
C: -0.33632 -0.03112 1.72913
C: -0.58397 -0.97951 2.62383
C: 0.45299 -1.40272 -0.06385
N: -0.14830 -0.35266 0.34337
H: -0.91432 1.95354 1.43459
H: -0.31630 1.61374 3.05628
H: 0.86944 1.76562 1.73197
H: -0.84624 -1.96792 2.29103
H: -0.57781 -0.65334 3.65260
H: 0.46291 -1.66539 -1.11329
H: 0.72699 -2.18710 0.63002
H: -0.42351 0.28186 -0.44968
H: 3.36960 -0.48130 1.01832
H: 3.60107 -0.92065 -0.43822
O: 2.90607 -0.71855 0.21250
H: -0.84008 0.03111 -4.73300
H: -2.25659 -0.19839 -4.25430
O: -1.37883 -0.00911 -3.93539
H: -1.29180 0.98537 -2.52754
H: -1.39903 2.14268 -1.51628
O: -0.94452 1.34436 -1.69347